No. 1
# C6H6IN3

A cluster of 2 separate species, C6H6IN3 in total (the ωB97M-V functional and the def2-TZVPD basis, OMol25).

As for the LUMO energy (alpha / beta): 0.22 / -1.28 eV. Its spin multiplicity is 1. For the gap between HOMO and LUMO (alpha / beta), the calculation gives 8.096 / 6.213 eV. As for the total energy: -694.0752 Ha.

```
16
Properties=species:S:1:pos:R:3:forces:R:3:nbo_charge:R:1
I 1.96056 1.91427 2.08593 0.0 0.3 -0.6 0.2019
N 2.21293 -1.71307 3.22943 0.1 -0.4 -1.2 -0.0350
N 2.10093 -0.84862 3.97661 -0.1 0.6 1.8 -0.3214
N -2.12566 0.66266 0.11293 -0.5 0.1 0.1 -0.4071
C -0.92192 0.96711 0.52843 0.5 0.2 0.2 0.0646
C 1.55056 0.67569 0.48052 0.4 0.4 0.4 -0.3026
C -1.16539 -0.81479 -1.49538 0.0 0.0 0.0 -0.2534
C -2.25792 -0.22662 -0.86207 0.1 -0.2 -0.2 0.0385
C 0.27133 0.41332 0.00219 -0.6 -0.2 -0.3 -0.2066
C 0.10347 -0.48933 -1.07760 0.0 0.1 0.1 -0.1381
H 2.42499 0.29975 -0.01820 0.1 -0.1 0.0 0.2147
H -3.27304 -0.46465 -1.14602 -0.1 -0.1 -0.1 0.1953
H 2.03757 0.18942 3.71723 0.0 -0.6 -0.3 0.3160
H -1.31320 -1.52460 -2.29240 -0.1 -0.1 -0.1 0.2233
H -0.87828 1.70363 1.32063 0.1 0.0 0.1 0.1943
H 0.97554 -0.92110 -1.54953 0.0 -0.1 0.0 0.2157
```
Forces are in eV/Å.

***

No. 2
# C14H42O14

A cluster of 7 separate species, C14H42O14 in total (the ωB97M-V functional and the def2-TZVPD basis, OMol25).

As for the SMILES: OCCO.OCCO.OCCO.OCCO.OCCO.OCCO.OCCO. As for the LUMO energy: 0.29 eV. Its spin multiplicity is 1. For the gap between HOMO and LUMO, the calculation gives 9.776 eV. As for the total energy: -1611.8642 Ha.

```
70
Properties=species:S:1:pos:R:3:forces:R:3:nbo_charge:R:1
O -15.30227 5.38176 -12.84588 0.1 0.0 0.2 -0.7172
O -12.39050 10.92666 -15.32270 0.2 0.2 0.0 -0.7633
O -14.52378 14.34972 -18.67434 0.0 -0.2 0.0 -0.7433
O -10.79406 11.88301 -13.21491 0.1 -0.2 0.3 -0.7465
O -13.92045 11.86838 -17.42538 0.1 -0.3 -0.1 -0.7721
O -14.11506 9.02099 -18.21797 0.3 0.1 -0.2 -0.7424
O -13.16049 6.32017 -15.04886 0.0 -0.1 -0.1 -0.7272
O -10.88077 9.31878 -11.49821 0.0 0.0 0.0 -0.7225
O -19.12234 9.65086 -12.96401 -0.1 -0.1 0.0 -0.7279
O -17.09575 13.62546 -14.36773 -0.2 0.1 -0.2 -0.7354
O -19.31213 15.59376 -14.83910 0.1 0.1 0.0 -0.7146
O -13.86276 16.74630 -20.23179 0.0 -0.1 0.1 -0.7220
O -11.34194 10.05535 -18.04793 0.0 -0.1 0.1 -0.7506
O -16.97238 9.09209 -14.90590 0.1 -0.2 0.2 -0.7228
C -11.92769 10.21728 -11.84455 0.2 -0.2 -0.3 -0.0936
C -11.46633 11.65103 -11.99210 -0.3 0.2 0.0 -0.0911
C -13.50027 14.41953 -19.65159 0.2 0.2 -0.4 -0.0957
C -12.91372 15.81165 -19.72813 0.1 0.0 0.1 -0.0970
C -12.96986 8.34038 -17.72339 -0.7 0.1 0.7 -0.0974
C -16.93668 10.02209 -13.83535 0.2 0.3 -0.2 -0.0886
C -14.52918 6.64006 -14.82300 0.0 0.1 0.3 -0.1029
C -14.35573 12.15213 -16.10950 -0.2 0.4 0.4 -0.0760
C -15.32389 5.47994 -14.25452 -0.1 -0.1 -0.7 -0.0962
C -17.87953 13.75613 -15.56504 0.1 -0.2 0.4 -0.0969
C -13.77978 11.10685 -15.17189 -0.6 -0.3 -0.5 -0.0954
C -18.28857 10.62612 -13.55835 0.3 0.5 -0.2 -0.0907
C -11.71336 8.72298 -18.43228 0.2 0.2 -0.6 -0.0925
C -19.27629 14.25536 -15.29303 -0.1 -0.2 0.0 -0.0916
H -17.40480 8.28925 -14.59795 -0.1 0.0 0.0 0.4729
H -18.14955 11.51697 -12.92955 -0.1 -0.2 0.1 0.1709
H -17.37197 14.41239 -16.27459 0.0 -0.1 -0.1 0.1732
H -16.36899 5.58127 -14.56122 0.0 0.1 0.3 0.1738
H -16.50106 9.61256 -12.91535 -0.1 -0.2 -0.1 0.1718
H -12.66058 16.13598 -18.71833 0.0 0.1 0.0 0.1918
H -12.70683 6.28692 -14.20154 0.0 0.1 0.0 0.4649
H -11.31373 11.46570 -13.92247 0.0 0.2 -0.2 0.4954
H -15.45093 12.12593 -16.01425 0.1 -0.1 -0.1 0.1704
H -18.69129 10.98504 -14.51314 -0.1 -0.1 0.0 0.1580
H -12.69227 10.14078 -11.07303 0.0 -0.1 0.1 0.1784
H -12.17285 10.90470 -16.27105 0.0 -0.1 0.1 0.5171
H -14.59529 7.49895 -14.14626 -0.2 0.0 -0.1 0.1752
H -10.91313 8.00824 -18.21886 0.1 0.1 0.1 0.1706
H -13.14055 7.26668 -17.80769 -0.1 0.0 -0.2 0.1892
H -19.84602 14.20079 -16.22415 0.0 0.2 0.0 0.1836
H -14.96973 4.56442 -14.74873 0.0 0.0 0.2 0.1708
H -13.88937 14.13979 -20.64094 0.0 -0.1 0.1 0.1609
H -19.00739 15.60433 -13.92679 -0.1 0.0 0.0 0.4647
H -12.35746 12.29515 -11.87787 0.2 0.0 -0.2 0.1472
H -14.01856 11.40440 -14.14750 0.3 0.0 0.0 0.1814
H -14.30660 10.15885 -15.36332 0.1 0.0 0.0 0.1773
H -14.46968 4.99373 -12.56262 0.0 0.0 0.0 0.4652
H -16.26870 10.82232 -14.16014 -0.1 0.0 0.0 0.1821
H -10.21483 9.39278 -12.19071 0.0 0.0 0.0 0.4691
H -15.19765 14.99282 -18.92241 0.0 0.0 0.1 0.4902
H -14.05890 13.16267 -15.79983 0.2 -0.1 -0.1 0.1663
H -12.71463 13.70781 -19.39166 -0.1 0.0 0.2 0.1901
H -11.99186 15.80774 -20.31988 -0.1 0.0 -0.1 0.1700
H -19.76327 13.58502 -14.57472 0.0 0.0 0.0 0.1647
H -14.16352 12.59779 -18.00904 -0.2 0.1 0.2 0.5060
H -16.81554 14.50270 -14.08963 0.1 0.0 -0.1 0.4687
H -14.97669 6.92448 -15.77569 0.3 0.0 -0.1 0.1946
H -12.88544 8.54446 -16.64811 0.3 -0.1 0.0 0.1786
H -12.36328 9.90282 -12.80517 -0.2 0.0 0.1 0.1606
H -17.97218 12.74568 -15.96759 0.2 0.0 -0.2 0.1855
H -10.77498 11.90966 -11.18943 0.0 0.0 0.0 0.1837
H -10.94051 10.50091 -18.79812 0.0 0.0 0.1 0.4766
H -13.96087 9.97002 -18.06768 -0.2 -0.1 0.0 0.4918
H -20.04064 9.86759 -13.14104 0.0 0.0 0.0 0.4723
H -11.90934 8.70617 -19.51053 0.0 -0.1 0.1 0.1701
H -13.93586 16.61873 -21.18274 0.0 0.0 0.0 0.4673
```
Forces are in eV/Å.

***

No. 3
# C2H6NO2S2

A cluster of 2 separate species, C2H6NO2S2 in total (the ωB97M-V functional and the def2-TZVPD basis, OMol25).

As for the charge: -1. As for the LUMO energy: 3.67 eV. Its spin multiplicity is 1. For the gap between HOMO and LUMO, the calculation gives 7.526 eV. As for the total energy: -1081.4389 Ha.

```
13
Properties=species:S:1:pos:R:3:forces:R:3:nbo_charge:R:1
S 1.02977 0.22911 -2.73908 0.9 -0.6 0.3 1.4991
S 0.32669 1.41554 -4.63085 -0.1 0.3 0.0 -0.5864
O -0.13076 -0.28622 -2.01101 -0.7 0.0 -0.3 -1.0237
O 1.69794 1.30381 -2.00636 0.2 0.3 0.1 -1.0094
N -0.35699 0.51544 1.89090 -0.1 2.5 3.2 -0.6583
C -0.08309 -0.38829 1.11720 0.4 -1.3 0.0 0.1613
C 0.84254 -1.47378 1.56103 -1.4 -0.9 -4.3 -0.6825
H 1.86276 -1.23348 1.37620 0.9 0.3 0.5 0.2304
H -0.59318 -0.50697 0.20825 -0.3 -0.1 -1.6 0.1850
H 0.56614 -2.17458 0.69124 0.9 -0.2 1.7 0.2091
H 1.43697 2.14881 -4.40462 -0.3 -0.1 -0.2 0.1278
H -1.04984 1.17404 1.59992 -0.5 0.3 -0.7 0.3316
H 0.53335 -1.82984 2.49594 0.1 -0.6 1.4 0.2161
```
Forces are in eV/Å.

***

No. 4
# C16H30Cl12O3

A cluster of 7 separate species, C16H30Cl12O3 in total (the ωB97M-V functional and the def2-TZVPD basis, OMol25).

As for the SMILES: C[C@H]1COC(=O)O1.ClCCCl.ClCCCl.ClCCCl.ClCCCl.ClCCCl.ClCCCl. As for the LUMO energy: 0.36 eV. Its spin multiplicity is 1. For the gap between HOMO and LUMO, the calculation gives 10.984 eV. As for the total energy: -6375.7134 Ha.

```
61
Properties=species:S:1:pos:R:3:forces:R:3:nbo_charge:R:1
Cl -1.75067 -5.67375 3.80735 -0.2 0.0 -0.1 -0.0583
Cl 4.80021 -5.80983 -0.60175 0.1 0.1 -0.1 -0.0571
Cl 2.15693 -2.98937 1.30234 0.1 0.0 0.1 -0.0680
Cl 0.21074 5.99915 -1.21105 -0.4 0.4 0.0 -0.0350
Cl -1.51786 -1.73381 -2.44258 -0.2 -0.3 0.2 -0.0783
Cl -0.63764 -2.69112 5.11315 0.0 0.0 0.2 -0.0488
Cl 2.30596 3.95082 3.28116 0.0 0.0 0.0 -0.0688
Cl -1.19997 4.26779 2.59466 0.0 -0.2 -0.1 -0.0682
Cl -5.77896 -2.99662 1.06933 0.4 0.0 0.1 -0.0921
Cl -3.34234 -0.19706 -4.93885 0.0 0.1 0.1 -0.0795
Cl -3.09622 -0.77414 0.90333 0.3 0.2 0.4 -0.0565
Cl 2.80270 3.68596 -0.40627 -0.2 0.0 0.1 -0.0630
O 2.52817 0.01077 -2.46199 0.2 0.0 -0.2 -0.5844
O 0.45386 0.62879 -1.84058 0.4 0.1 -0.4 -0.5135
O 2.00323 0.31910 -0.28500 0.0 -1.0 0.0 -0.4928
C -0.50056 -3.30027 3.45948 0.2 0.0 -0.7 -0.3949
C 0.22219 5.12063 1.93820 0.2 0.6 0.3 -0.3957
C 0.73737 0.19300 0.42372 0.2 1.4 -0.7 0.0635
C -1.71308 -4.08204 3.01464 0.0 0.5 0.2 -0.3911
C 0.81539 0.94083 1.71113 -0.3 -0.1 1.4 -0.6451
C -0.18069 0.85355 -0.60724 -1.4 -0.4 1.2 -0.1087
C 1.91262 4.01926 -1.92216 0.1 -0.3 0.2 -0.3836
C 1.75193 0.27766 -1.60507 -0.3 0.4 0.3 0.9782
C -4.40304 -1.04483 -0.24229 -0.4 -0.3 -0.8 -0.4086
C -4.75365 -2.50559 -0.34635 -1.0 0.0 0.7 -0.3593
C -1.11746 -1.58706 -4.17205 0.2 0.6 -0.1 -0.3823
C -1.56268 -0.24122 -4.71086 -0.4 -0.4 0.2 -0.3778
C 4.22269 -4.60502 0.58197 0.1 -0.2 0.4 -0.3804
C 2.78823 -4.28460 0.25932 -0.2 -0.2 -0.6 -0.3853
C 1.61632 5.48835 -2.11178 1.1 -0.8 -0.9 -0.4134
C 1.24951 5.36824 3.01753 0.0 -0.1 0.5 -0.3853
H -1.13661 -0.06052 -5.69268 0.2 0.1 0.0 0.2263
H 0.39756 -3.90387 3.36787 0.0 0.0 0.2 0.2267
H 0.44831 -0.85171 0.54163 0.4 -0.1 0.0 0.1943
H -4.09825 -0.69994 -1.23076 0.2 0.1 0.1 0.2350
H 1.49014 0.50785 2.45503 0.2 -0.2 -0.4 0.2313
H 2.55957 3.63497 -2.70616 0.0 0.1 -0.1 0.2311
H -0.42641 1.89585 -0.37629 0.7 0.2 -0.3 0.1840
H 1.48670 5.57303 -3.19374 -0.5 0.5 0.2 0.2240
H 4.32944 -5.08370 1.55211 -0.1 0.1 0.1 0.2210
H -3.89251 -3.16207 -0.36032 0.0 0.0 -0.2 0.2273
H 4.84586 -3.71494 0.56831 0.1 -0.1 -0.3 0.2268
H 0.98465 3.45036 -1.92802 0.1 -0.1 0.1 0.2218
H 0.76130 5.55633 3.97127 -0.1 0.0 0.0 0.2276
H 1.09697 1.98809 1.62045 0.0 0.0 -0.4 0.2360
H -0.03069 -1.60975 -4.24331 0.0 -0.2 0.0 0.2346
H 2.70248 -3.95604 -0.77443 0.0 0.2 0.1 0.2260
H -0.13171 6.08614 1.58481 -0.1 0.0 0.0 0.2239
H -2.60944 -3.51499 3.26125 -0.1 -0.3 0.1 0.2290
H 2.49353 6.07261 -1.84685 -0.2 0.2 0.2 0.2292
H -0.36477 -2.45236 2.78675 -0.1 0.1 0.2 0.2141
H 2.15959 -5.16637 0.36070 0.0 0.1 0.2 0.2219
H 0.63838 4.57912 1.09772 -0.1 -0.2 0.1 0.2371
H -1.69622 -4.21896 1.93563 0.1 -0.2 0.0 0.2191
H -5.29329 -0.49796 0.05424 0.1 0.2 0.2 0.2314
H -1.57986 -2.41643 -4.69531 0.1 0.0 0.0 0.2277
H -1.29115 0.52664 -3.99304 0.0 0.2 -0.2 0.2344
H -1.15562 0.36686 -0.57714 0.1 -0.2 -0.4 0.2104
H -5.45424 -2.66596 -1.15971 0.4 0.0 -0.4 0.2289
H 1.89629 6.22029 2.82237 0.0 -0.1 -0.4 0.2251
H -0.15324 0.90986 2.22613 -0.1 0.1 -0.3 0.2278
```
Forces are in eV/Å.